# 1
100
Properties=species:S:1:pos:R:3:mulliken_charge:R:1 method="wB97M-V/def2-TZVPD" relative_energy_kcal_mol=34.1 charge=0
H -1.54 1.54 4.50 0.38
H -4.43 -6.23 0.47 0.48
C -5.91 -3.98 -1.63 -0.81
C 2.04 2.17 -1.51 4.00
H -5.15 -2.00 -2.09 0.53
O -0.74 -0.03 -2.87 -0.73
C -3.92 -3.08 -0.71 0.36
C 2.51 -0.52 3.34 0.30
C -0.77 1.99 3.87 -1.78
H 1.23 -4.48 -0.50 0.26
H -3.20 1.82 2.83 0.43
O -2.82 -0.96 -0.99 -0.81
C -4.27 1.50 -1.24 -0.31
H -5.87 4.39 -1.86 0.41
C 2.55 4.98 -1.31 -1.27
H -0.77 3.06 4.10 0.55
H -6.34 1.96 -1.38 0.49
C 3.39 -0.94 2.34 0.17
N 2.91 -1.26 1.11 0.33
H 1.15 -3.64 -2.93 0.39
C 5.24 -0.70 3.84 -0.56
P 1.44 -1.53 -0.99 0.42
H 2.51 -3.93 0.58 0.27
H -1.35 -0.49 3.91 0.53
N -2.01 -2.47 0.53 0.07
H 2.35 -2.47 -3.50 0.40
H -4.41 0.46 -1.02 0.64
C 4.86 4.57 -0.36 0.37
H -6.42 -5.97 -1.00 0.41
H 2.31 0.08 5.41 0.49
C -1.05 1.83 2.38 2.32
H 0.20 1.59 4.16 0.26
C 3.01 -0.22 4.64 -0.60
C -5.71 -5.16 -0.91 -0.49
H -3.54 5.17 -2.01 0.45
H 5.44 -1.35 1.81 0.47
C -1.83 -0.83 3.00 -1.64
C 1.63 -1.16 0.84 -0.09
H 1.43 1.17 -3.34 0.22
In -1.23 0.67 -0.98 2.72
H -1.21 4.66 -2.04 0.15
C -5.06 3.70 -1.71 -0.35
O -1.60 -3.25 -2.40 -0.50
C 1.31 4.58 -1.62 -1.42
C -3.77 4.13 -1.80 -1.34
C -2.69 3.22 -1.62 0.86
O 0.01 -2.38 -1.14 -0.38
N -0.31 2.78 -1.56 0.13
C -5.33 2.34 -1.44 -1.17
C -0.63 -1.26 -3.31 0.31
O -0.45 -1.58 -4.45 -0.65
O 5.95 3.77 -0.41 -0.50
H -0.01 3.69 2.07 0.68
H -2.89 -0.59 3.02 0.42
H -6.78 -3.89 -2.27 0.41
C 0.93 3.18 -1.57 0.65
H -2.85 2.05 1.11 0.31
C -4.60 -5.31 -0.09 -0.76
C -5.01 -2.92 -1.54 -0.39
C 4.07 -2.64 -1.36 -1.56
H 3.13 0.88 -2.89 0.34
C 4.78 -1.02 2.60 -0.74
C 2.33 1.63 -2.92 -1.38
N 1.21 -0.33 3.05 0.21
C 2.27 -4.17 -0.46 -1.82
H 1.70 1.34 -0.89 -2.02
H 2.82 6.03 -1.29 0.42
C -3.72 -4.25 -0.01 0.10
H 2.65 2.45 -3.57 0.42
O -1.17 -4.86 0.43 -0.66
C -0.09 2.72 1.59 -1.80
O -2.53 -4.14 2.35 -0.76
C 4.35 -0.30 4.87 -0.59
P -1.00 0.07 1.66 0.78
C 3.31 2.70 -0.94 -1.44
O 4.95 5.67 0.09 -0.55
C -0.81 -2.38 -2.26 0.51
H 6.30 -0.75 4.06 0.42
C -2.50 2.28 2.12 -1.95
H -1.71 -1.90 2.90 0.34
H -2.58 3.37 2.25 0.47
H 4.48 -2.69 -0.35 0.28
S -2.24 -4.05 0.95 1.16
H 4.60 -3.36 -1.98 0.51
H 4.74 -0.05 5.85 0.40
C 2.19 -3.32 -2.83 -1.91
C 0.75 -0.56 1.84 -0.79
C 3.58 4.01 -0.89 1.03
H 2.82 -4.14 -3.18 0.60
H -0.45 2.91 0.58 0.41
H 0.58 5.34 -1.86 0.34
H 4.27 -1.64 -1.76 0.18
C 2.57 -2.99 -1.38 2.07
C -2.85 -2.08 -0.39 0.02
H 2.90 -5.02 -0.75 0.53
N -2.98 1.92 -1.30 0.07
C -1.37 3.64 -1.74 -0.82
H 0.92 2.29 1.54 0.11
H 4.03 1.96 -0.61 0.27
H 5.74 2.95 -0.88 0.34

# 2
182
Properties=species:S:1:pos:R:3:mulliken_charge:R:1 method="wB97M-V/def2-TZVPD" charge=0 smiles=CC1(C)CCCC(C)(C)N1O.COC[C@H](C)N.COC[C@H](C)N.COC[C@H](C)N.COC[C@H](C)N.CC(C)O.CC(C)O.CC(C)O.CC(C)O.CC(C)O.CC(C)O.CC(C)O
H 1.38 4.17 9.13 0.46
C 3.18 -1.35 -4.86 -1.36
H -0.21 2.68 7.43 0.33
H -1.24 -2.43 -3.59 -0.50
C 2.72 -2.23 3.14 1.69
H -2.50 5.27 0.04 0.39
O 1.12 -3.39 -0.62 -0.21
H -1.88 -1.10 -1.41 0.03
H 0.34 0.74 0.61 0.01
H -2.99 1.30 4.18 0.21
C 1.57 5.21 4.85 2.26
C 0.66 4.70 7.20 1.85
H 3.23 3.02 -4.43 0.30
H 3.03 1.75 3.45 0.31
H 0.18 3.83 0.55 0.05
C 1.83 4.46 8.19 -1.84
H -3.35 -2.04 3.31 0.69
C 2.21 -0.17 -5.13 0.79
H -1.03 -4.07 -1.89 -0.43
H 2.62 3.80 7.89 0.37
H 0.43 1.85 5.14 -0.32
C -1.90 -4.19 -6.28 -0.88
H -2.81 1.23 -3.93 0.13
H 5.12 -3.78 -2.63 0.42
H -2.32 -5.17 -8.68 0.36
H -1.43 0.75 2.43 -0.47
N -1.60 5.63 1.85 -0.44
H -0.91 -1.36 0.20 -0.40
H -3.03 2.04 -1.29 0.09
H 3.06 -1.81 5.19 0.45
H 4.54 -2.81 3.63 0.26
H 4.00 -3.19 1.33 0.37
O 1.93 0.51 -3.88 -0.54
C 2.36 3.80 -2.67 0.94
C -4.81 -4.00 -0.35 -0.50
O -1.08 -3.60 -5.27 0.16
O -4.69 -3.56 -1.71 -0.35
O -2.54 2.31 0.67 0.11
H -1.96 -1.65 -4.98 0.37
H -0.17 4.17 4.21 0.57
H 0.31 -5.73 -5.72 0.33
H -3.88 3.32 -0.46 0.60
C -2.12 1.72 -4.63 -0.67
C 0.78 -4.71 -0.91 0.79
O 1.25 2.90 -2.97 0.73
H 2.34 6.56 7.03 0.35
H -3.51 4.85 -4.57 0.36
H 3.89 -1.36 -0.93 -0.12
O -1.47 3.71 -3.35 -0.40
H 4.06 2.47 -2.88 0.27
H 1.22 -1.11 -6.75 0.66
H -1.63 3.61 -5.39 0.45
H 0.37 6.33 3.64 0.37
H -5.22 -6.09 -0.87 0.38
C 0.00 -0.15 -1.32 0.34
C 3.54 3.30 -3.41 -1.53
H 4.60 -1.53 2.62 0.28
H 1.62 2.16 -3.51 -0.03
H -5.77 -3.71 0.01 0.52
H 4.93 -5.10 -1.60 0.32
H 0.99 -3.58 3.39 0.24
H -0.27 -4.74 -7.54 0.25
C -0.55 4.35 -0.05 -0.62
C 2.08 -3.53 3.49 -1.52
H 5.23 -1.25 0.28 0.29
H 0.37 0.18 -6.23 0.32
H 1.94 7.19 3.79 0.30
H -0.94 3.66 6.16 0.43
H -1.37 5.38 7.56 0.38
C -1.76 -2.64 -4.51 -0.44
H 2.55 3.92 -1.61 0.16
C -1.10 -5.28 -6.99 0.40
H -4.20 -1.68 -0.98 0.04
H 3.50 4.36 4.27 0.30
H -3.72 -0.11 4.93 0.39
H -5.86 -1.91 -1.46 0.45
H -0.25 -6.20 0.11 0.59
H -4.05 -3.62 0.31 -0.01
H -0.74 -4.65 0.46 0.20
H -2.18 0.65 5.57 0.34
C -4.54 -5.55 -0.21 0.37
H -1.77 3.31 2.32 -0.69
H -2.76 -4.63 -5.72 0.38
H 0.39 -1.31 -5.19 0.05
H 3.59 -1.69 -5.79 0.55
H -2.79 -3.04 -4.28 0.39
H -4.07 3.57 -3.53 0.23
C 1.45 6.18 3.71 -1.80
H 1.65 4.92 -4.29 0.33
H -3.50 3.75 1.69 0.34
C 2.61 -1.33 4.31 -0.67
O -0.94 0.14 3.05 0.58
H -1.76 0.19 -0.08 -0.78
C -1.93 -0.54 3.84 0.32
H -0.62 4.62 8.93 0.46
H 3.56 -3.96 -1.91 -0.07
H -4.19 3.31 -5.31 0.39
H 3.97 -1.08 -4.12 0.24
C -1.26 -0.66 -0.61 0.74
H -1.04 -6.60 -5.41 0.26
H -1.38 -1.15 4.48 0.58
O 1.57 6.89 6.57 -0.47
N -0.45 -6.25 -6.18 -0.68
H -0.13 6.27 8.47 0.40
H -1.14 1.31 -4.46 -0.12
O 0.61 -1.18 -2.14 1.68
C -2.78 0.37 4.69 -1.53
H -4.17 -5.21 1.96 0.19
H 1.21 3.55 3.46 0.33
C -3.61 3.75 -4.48 -1.40
H 1.63 1.14 -0.57 0.28
H 0.84 -5.38 1.18 0.25
H 2.62 -2.17 -4.39 0.07
N 4.12 -2.40 2.80 -0.48
N 0.82 5.71 6.08 -0.13
H -2.85 -6.40 -7.49 0.29
C -1.83 4.74 0.71 0.40
C 0.05 3.42 6.59 -1.33
H -0.52 3.61 -3.42 0.01
H 0.97 5.42 -2.78 0.23
C -0.13 -4.76 -2.06 -0.75
C -0.41 5.30 8.10 -2.09
H 3.16 4.25 6.00 0.35
H 2.72 0.62 -5.72 0.43
H 1.67 -5.29 -1.20 0.34
H -0.09 5.25 -0.53 0.46
N -3.23 -5.94 -0.71 -0.41
H 1.51 -0.24 -3.30 -0.20
C 0.98 -0.63 -5.85 -1.52
H -1.80 -1.96 2.41 0.00
H -2.39 6.23 1.94 0.23
C 4.63 -4.07 -1.70 -1.08
H -0.72 3.68 -0.89 -0.10
H -4.51 -1.77 -2.72 0.19
H 3.54 5.85 5.29 0.60
H -4.33 1.65 -0.16 0.25
H -0.46 -5.76 -2.29 0.76
H 1.55 0.92 3.26 -0.12
H -0.34 0.63 -1.97 0.05
H -2.34 -3.38 -6.88 0.35
H 1.49 -1.24 4.60 0.09
O 3.83 -3.65 0.46 -0.62
C -2.42 3.50 1.43 -0.27
O 3.20 -0.04 4.17 -0.50
H 2.33 5.32 8.43 0.55
H 2.65 5.89 -3.29 0.37
H 1.91 -3.42 -0.03 -0.53
C 3.06 4.92 5.13 -2.02
H 1.66 5.76 2.72 0.37
C 4.88 -3.28 -0.49 0.54
H 2.44 -4.28 2.83 0.41
C -1.98 -5.96 -8.03 -1.43
H 0.40 -4.35 -2.98 0.02
C 0.16 -5.27 0.33 -1.58
H 0.91 -1.92 -1.58 -0.56
C -4.71 -5.90 1.23 -1.44
C 1.88 5.09 -3.24 -1.54
C -4.85 -2.13 -1.72 -0.50
C -3.47 2.31 -0.41 -1.07
H -1.44 -6.78 -8.57 0.36
C 1.02 0.38 -0.17 -0.34
H -5.72 -5.97 1.60 0.41
H 2.95 0.59 2.20 0.24
C 0.84 3.89 4.42 -1.46
H 1.68 -0.41 0.21 -0.64
C -2.66 -1.43 2.82 -1.21
H 1.88 2.62 5.93 0.22
H 5.50 -1.40 -1.49 0.49
C 2.60 0.83 3.20 -0.19
H -3.25 -0.86 2.11 0.28
C 0.85 2.81 5.51 0.10
H 5.82 -3.50 -0.10 0.45
H 4.28 4.09 -3.44 0.51
C 4.88 -1.73 -0.66 -0.98
H -3.06 -5.53 -1.64 0.12
C -2.11 3.26 -4.52 0.21
H -0.77 6.23 1.63 0.25
H -3.15 -6.97 -0.73 0.23
H -2.41 1.46 -5.65 0.59
H 2.15 -1.81 2.29 -0.90
H -4.29 -6.89 1.42 0.40
H 2.34 -3.70 4.54 0.39

| no. | gap between HOMO and LUMO (eV) | electronic energy (eV) |
| --- | --- | --- |
| 1 | 5.4 | -102627.100 |
| 2 | 9.5 | -81647.339 |